Formula: C38H50MnN4OS
Source: the OMol25 dataset
Level of theory: the ωB97M-V functional and the def2-TZVPD basis

Positions of all 95 atoms, in Å:
Mn -0.2815 0.0776 -0.1251
C -0.8809 -4.1270 -4.6706
C -1.7162 -2.8430 -4.6918
C -1.1112 -1.7493 -3.8677
C -0.3624 -0.6755 -4.2956
C 0.0430 -0.3283 -5.6948
C 1.4430 -0.8400 -6.0488
C 0.0372 0.0313 -3.1340
C 0.8662 1.1605 -3.1341
C 1.3822 1.7493 -2.0203
C 2.3454 2.8376 -2.0435
C 2.8911 3.4540 -3.2922
C 4.0171 2.6240 -3.9157
C 2.6794 3.1019 -0.7636
C 1.9001 2.2087 0.0789
C 1.8991 2.2392 1.4322
C 1.0684 1.4495 2.2597
N 0.1554 0.5309 1.7908
C -0.5109 0.0633 2.9018
C -1.5116 -0.9330 2.8767
C -1.8930 -1.6304 1.7812
N -1.4154 -1.4472 0.4918
C -2.0396 -2.3979 -0.2863
C -1.9122 -2.5283 -1.6356
C -1.1744 -1.6651 -2.4536
N -0.4612 -0.5769 -2.0062
C -2.9053 -3.2225 0.5400
C -2.8325 -2.7405 1.7981
C -3.5010 -3.2602 3.0309
C -2.5963 -4.1997 3.8348
C -3.6730 -4.4036 0.0379
C -2.7862 -5.6360 -0.1662
C -0.0218 0.6825 4.0633
C 0.9848 1.5558 3.6580
C 1.8646 2.4121 4.5166
C 3.2576 1.8101 4.7236
C -0.4550 0.3678 5.4629
C 0.2546 -0.8638 6.0333
N 1.1265 1.3769 -0.7159
C 3.6803 4.0852 -0.2470
C 5.0151 3.4261 0.1142
H -1.3425 -4.9119 -5.2721
H -0.7698 -4.4959 -3.6497
H 0.1196 -3.9384 -5.0627
H -2.7264 -3.0622 -4.3351
H -1.8261 -2.5001 -5.7227
H 0.0048 0.7556 -5.8325
H -0.6808 -0.7489 -6.3962
H 2.1873 -0.4285 -5.3650
H 1.7221 -0.5668 -7.0678
H 1.4839 -1.9269 -5.9621
H 1.1683 1.5534 -4.0953
H 3.2673 4.4536 -3.0651
H 2.0861 3.5842 -4.0195
H 4.8537 2.5359 -3.2211
H 4.3824 3.0854 -4.8342
H 3.6762 1.6144 -4.1505
H 2.5551 2.9465 1.9215
H -1.9709 -1.1929 3.8210
H -2.4565 -3.3284 -2.1180
H -4.4150 -3.7877 2.7520
H -3.8099 -2.4229 3.6617
H -2.3223 -5.0710 3.2382
H -3.0969 -4.5481 4.7393
H -1.6740 -3.6945 4.1246
H -4.1648 -4.1489 -0.9047
H -4.4684 -4.6438 0.7457
H -1.9829 -5.4259 -0.8735
H -3.3668 -6.4775 -0.5466
H -2.3256 -5.9360 0.7762
H 1.3880 2.5613 5.4881
H 1.9655 3.4069 4.0724
H 3.1847 0.8330 5.2034
H 3.8798 2.4535 5.3482
H 3.7607 1.6691 3.7657
H -1.5364 0.2094 5.4924
H -0.2578 1.2272 6.1083
H 0.0601 -1.7394 5.4115
H -0.0792 -1.0813 7.0494
H 1.3341 -0.7077 6.0531
H 3.2757 4.5905 0.6337
H 3.8477 4.8613 -0.9965
H 4.8711 2.6468 0.8637
H 5.7206 4.1579 0.5100
H 5.4626 2.9605 -0.7650
C -2.7547 3.9797 -0.5215
S -1.5123 2.9695 0.2631
C -2.1052 3.1072 1.9469
O -1.8811 1.5647 -0.1806
H -3.7385 3.5827 -0.2748
H -2.5771 3.9153 -1.5930
H -2.6429 5.0086 -0.1815
H -2.0645 4.1522 2.2533
H -1.4530 2.5005 2.5764
H -3.1249 2.7226 1.9693

Summary:
Charge: 0
Calculated total energy: -90383.8369 eV
<S²>: 8.849
Spin multiplicity: 6

Computed Mulliken charges, given in elementary charges: 0.34, -1.01, -1.19, 0.96, 1.10, -1.27, -0.95, -0.34, -0.70, 0.12, 0.96, -1.30, -0.91, 0.67, 0.10, -0.86, -0.35, -0.14, -0.15, -0.92, 0.10, -0.24, 0.03, -0.60, -0.26, -0.27, 0.80, 0.88, -1.27, -0.91, -1.12, -1.01, 1.04, 0.98, -1.10, -1.05, -1.26, -1.04, -0.32, -1.11, -1.05, 0.39, 0.22, 0.23, 0.41, 0.36, 0.43, 0.41, 0.16, 0.38, 0.23, 0.31, 0.42, 0.42, 0.24, 0.38, 0.14, 0.38, 0.29, 0.33, 0.43, 0.42, 0.23, 0.38, 0.16, 0.41, 0.36, 0.23, 0.39, 0.24, 0.41, 0.36, 0.24, 0.40, 0.20, 0.41, 0.48, 0.18, 0.40, 0.23, 0.39, 0.38, 0.23, 0.40, 0.24, -1.20, 0.81, -0.70, -0.45, 0.36, 0.38, 0.40, 0.52, -0.17, 0.39

***

Formula: C38H50N2O22
Source: the OMol25 dataset
Level of theory: the ωB97M-V functional and the def2-TZVPD basis

Positions of all 112 atoms, in Å:
O 9.5507 -14.6480 15.4372
C 10.5627 -14.6960 16.2150
C 10.9977 -15.6768 17.1900
C 12.2364 -15.8320 17.7075
O 12.6054 -16.9153 18.3949
C 13.3633 -15.0333 17.3225
O 14.5536 -15.2682 17.5810
C 12.9615 -13.9324 16.4848
C 11.7163 -13.6783 16.0080
O 11.6361 -12.7075 15.1080
H 10.3911 -16.5449 17.4017
H 13.5528 -16.8836 18.5466
H 13.7220 -13.3105 16.0361
H 10.7120 -12.6596 14.8521
O 20.8643 -19.0676 15.2162
C 20.5072 -17.8908 15.4094
C 19.0779 -17.5705 15.5553
C 18.6389 -16.3130 15.6590
O 17.3487 -15.9760 15.8189
C 19.5256 -15.1121 15.6583
O 19.1520 -13.9386 15.6432
C 20.9589 -15.4737 15.6599
C 21.4151 -16.7613 15.5022
O 22.7642 -17.0130 15.3039
H 18.3091 -18.3288 15.5388
H 17.2794 -15.0228 15.7282
H 21.6490 -14.6681 15.8631
H 22.9696 -17.9111 15.5739
O 13.6381 -7.1126 11.3410
C 14.3672 -6.5255 12.1343
C 14.6455 -7.1074 13.4578
C 15.7326 -6.6851 14.1930
O 15.9222 -7.2278 15.3546
C 16.5526 -5.4391 13.8555
O 17.4362 -4.9527 14.5631
C 16.0319 -4.7743 12.6493
C 15.0852 -5.2754 11.8173
O 14.7504 -4.5336 10.7083
H 13.9608 -7.8249 13.8854
H 16.3132 -6.6070 15.9738
H 16.5430 -3.8694 12.3555
H 14.0559 -5.0858 10.3418
O 12.9888 -15.3927 13.0600
C 13.4807 -16.5059 13.4607
C 12.6795 -17.4700 14.2662
C 13.0626 -18.7340 14.5907
O 12.3038 -19.6446 15.2443
C 14.5357 -19.1581 14.4819
O 15.0533 -20.1733 14.9250
C 15.3170 -18.1450 13.7780
C 14.8913 -16.9121 13.4219
O 15.7162 -16.0606 12.7178
H 11.7553 -17.1240 14.7049
H 12.8337 -20.4324 15.3861
H 16.3647 -18.3358 13.5984
H 15.6360 -15.1576 13.0335
C 17.5256 -9.9791 9.6219
N 16.2935 -9.2232 9.4499
C 15.0553 -9.9240 9.0047
C 16.1603 -7.8949 9.5703
O 17.0275 -7.1216 9.9121
H 18.4051 -9.3458 9.7384
H 17.7998 -10.5740 8.7507
H 17.4485 -10.7872 10.3494
H 15.1307 -10.9461 9.3759
H 14.1776 -9.6382 9.5845
H 14.8655 -10.0491 7.9387
H 15.1831 -7.5379 9.2098
C 16.3279 -10.3945 13.6345
N 15.7354 -11.7763 13.5615
C 14.3112 -11.9256 13.1898
C 16.6387 -12.7673 13.8582
O 16.2937 -13.9185 14.1614
H 17.4061 -10.3241 13.4906
H 16.0910 -9.9248 14.5892
H 15.9676 -9.8567 12.7576
H 14.0202 -12.9725 13.2763
H 13.7872 -11.2984 13.9109
H 13.8755 -11.5853 12.2504
H 17.6905 -12.4419 13.8652
C 11.6934 -10.4032 10.2827
O 12.1713 -10.3902 8.9016
C 11.6262 -11.4871 8.2053
C 11.6329 -11.2700 6.6735
O 11.2090 -10.0788 6.1824
C 9.7597 -10.0366 5.8037
H 11.6904 -11.3760 10.7744
H 10.6611 -10.0534 10.2989
H 12.3080 -9.7281 10.8782
H 10.6862 -11.8603 8.6118
H 12.2540 -12.3134 8.5389
H 11.0184 -12.0421 6.2104
H 12.6630 -11.5063 6.4070
H 9.4112 -9.0182 5.9756
H 9.2215 -10.7692 6.4051
H 9.5905 -10.4320 4.8021
C 20.0128 -12.9098 11.5627
O 21.2815 -13.5798 11.2944
C 21.9592 -13.8729 12.5697
C 23.4249 -14.0225 12.2216
O 24.1821 -14.8068 13.0501
C 24.4624 -14.4691 14.4179
H 19.6564 -13.0980 12.5754
H 19.3800 -13.2979 10.7644
H 20.0149 -11.8198 11.5582
H 21.7711 -14.8370 13.0423
H 21.9891 -13.0425 13.2751
H 23.9980 -13.0953 12.2156
H 23.5409 -14.5422 11.2705
H 23.6183 -13.9968 14.9204
H 25.1059 -13.6086 14.2349
H 24.9692 -15.2594 14.9717

Summary:
Charge: 0
ΔE to the lowest compared entry with this formula, charge and spin: 3.448 eV
Structure (SMILES): O=C1C=C(O)C(=O)C=C1O.O=C1C=C(O)C(=O)C=C1O.O=C1C=C(O)C(=O)C=C1O.O=C1C=C(O)C(=O)C=C1O.CN(C)C=O.CN(C)C=O.COCCOC.COCCOC
Spin multiplicity: 1

Mulliken population analysis, charges in e, atoms 1 to 99: -0.64, 0.62, -0.88, 0.14, -0.55, 1.17, -0.67, -0.34, 0.21, -0.40, 0.40, 0.38, 0.31, 0.31, -0.61, 0.59, -0.72, 0.13, -0.22, 0.94, -0.66, -0.84, 0.38, -0.45, 0.60, 0.07, 0.42, 0.31, -0.62, 1.02, -0.63, 0.25, -0.51, 0.29, -0.60, -0.60, 0.44, -0.58, 0.52, 0.34, 0.38, 0.32, -0.58, 0.40, -0.86, 0.36, -0.55, 0.80, -0.62, -0.55, 0.48, -0.59, 0.52, 0.33, 0.48, 0.29, -0.96, 0.34, -1.09, 0.03, -0.62, 0.33, 0.42, 0.23, 0.35, 0.22, 0.27, 0.47, -1.21, 0.55, -0.29, 0.17, -0.52, 0.43, 0.38, 0.21, -0.19, 0.41, 0.01, 0.10, -0.66, -0.21, -0.59, -0.74, -0.39, -0.74, 0.35, 0.36, 0.06, 0.49, 0.38, 0.44, 0.39, 0.27, 0.33, 0.30, -0.24, -0.42, -0.02

***

Formula: C38H51AsCl3LaN2O3Si
Source: the OMol25 dataset
Level of theory: the ωB97M-V functional and the def2-TZVPD basis

Positions of all 100 atoms, in Å:
C 0.4353 5.6032 -1.0238
C -0.2169 5.3751 -2.3556
H 1.5291 5.6332 -1.0847
H 0.1576 4.8295 -0.3007
H 0.1203 6.5663 -0.6061
C 0.0731 6.1722 -3.3767
C 1.2108 7.1287 -3.4614
H -0.5874 6.1742 -4.2553
H 2.1460 6.6726 -3.0916
H 1.0111 8.0522 -2.9050
H 1.3804 7.4317 -4.4997
La -1.1835 1.6472 -0.1920
Cl -1.8416 1.8930 2.3712
Cl -3.7191 2.3571 -1.2012
C -3.2034 -0.7820 -1.3290
O -2.0073 -0.3889 -1.1448
N -3.4420 -1.8948 -1.9724
C -2.2640 -2.5847 -2.4958
C -4.7806 -2.3124 -2.4042
H -4.0618 -0.2202 -0.9401
H -1.6051 -2.9116 -1.6828
H -1.6953 -1.9135 -3.1591
H -2.5918 -3.4591 -3.0584
H -5.4701 -2.2692 -1.5421
H -4.7192 -3.3387 -2.7867
H -5.1558 -1.6527 -3.2102
H 4.0066 0.0351 3.1697
H 3.4789 2.2363 0.0395
C 4.0526 -0.3081 2.1212
C 3.9331 1.2442 0.1609
N 3.2393 0.5082 1.2313
H 3.7504 -1.3607 2.1208
C 1.9149 0.5288 1.3525
O 1.1557 1.0984 0.5288
H 3.8874 0.6965 -0.8020
H 1.5080 0.0192 2.2358
H 5.1034 -0.2487 1.7964
H 4.9826 1.3388 0.4728
O -0.7275 3.1444 -1.6575
C -1.1952 4.1935 -2.4327
C -0.8283 3.9763 -4.9770
C -1.6808 3.9213 -3.8568
H 0.2564 4.1120 -4.8384
C -1.3221 3.8786 -6.2840
H -2.0808 4.4308 -1.8409
C -3.0428 3.7707 -4.0962
H -0.6248 3.9191 -7.1408
C -2.6736 3.6938 -6.5084
C -3.5448 3.6545 -5.4050
H -3.6992 3.6843 -3.2210
H -3.0834 3.6051 -7.5273
H -4.6142 3.5396 -5.5379
Si 0.9917 1.4492 -4.2089
Cl 2.0052 3.2766 -3.8092
C 1.3127 1.2921 -5.9892
C -0.8800 1.0487 -4.2728
C 1.4730 0.6264 -2.6003
H 0.4634 0.8179 -6.5062
H 2.2159 0.6807 -6.0783
H 1.4975 2.2602 -6.4906
H 2.1935 -0.1422 -2.8933
H 0.6929 0.0884 -2.0213
H 1.9577 1.2794 -1.8580
H -1.3394 1.4234 -5.1900
H -1.5614 1.2711 -3.4516
H -0.8202 -0.0393 -4.3849
C -2.2126 -6.6928 3.9385
C -2.9123 -5.4790 3.8365
C -2.2174 -4.2765 3.6789
C -0.8090 -4.2670 3.6662
C -0.1121 -5.4797 3.7641
C -0.8163 -6.6847 3.9171
As 0.0752 -2.5007 3.5964
C -0.0753 -2.1904 5.5220
C -0.4930 -0.9250 5.9793
C -0.6077 -0.7085 7.3566
C -0.3399 -1.7456 8.2651
C 0.0619 -3.0023 7.7968
C 0.1759 -3.2290 6.4168
C 1.9645 -3.1318 3.5969
C 2.8731 -2.8421 4.6221
C 4.1752 -3.3599 4.5718
C 4.5974 -4.0845 3.4535
C 3.7282 -4.2852 2.3785
C 2.4186 -3.7999 2.4417
H -2.7551 -7.6286 4.0334
H -4.0027 -5.4732 3.8921
H -2.7600 -3.3275 3.5840
H 0.9800 -5.4888 3.7474
H -0.2557 -7.6190 4.0217
H -0.7214 -0.1384 5.2570
H -0.9154 0.2751 7.7253
H -0.4421 -1.5729 9.3396
H 0.2951 -3.8118 8.4915
H 0.4311 -4.2243 6.0418
H 2.5533 -2.2538 5.4843
H 4.8524 -3.2059 5.4181
H 5.6107 -4.4761 3.4118
H 4.0593 -4.8332 1.4884
H 1.7231 -3.9899 1.6240

Summary:
Charge: 0
ΔE to the lowest compared entry with this formula, charge and spin: 2.682 eV
Spin multiplicity: 1

Mulliken population analysis, charges in e, atoms 1 to 99: -1.61, 0.28, 0.29, 0.06, 0.38, 0.24, -1.52, 0.50, 0.28, 0.32, 0.39, 1.90, -0.71, -0.66, -0.05, -0.79, 0.24, -0.59, -0.85, 0.47, 0.23, 0.09, 0.34, 0.32, 0.29, 0.33, 0.28, 0.32, -0.60, -0.92, 0.19, 0.16, -0.20, -0.43, 0.28, 0.49, 0.33, 0.41, -0.51, -0.30, -0.20, 0.63, 1.09, -1.51, 0.65, -0.31, 0.33, -0.63, -0.80, 0.18, 0.35, 0.42, 0.86, -0.34, -1.25, -0.73, -0.78, 0.34, 0.37, 0.27, 0.65, 0.10, -0.09, 0.31, 0.02, 0.33, -0.45, -0.53, -0.67, 0.27, 0.15, -0.67, 0.22, 0.07, -0.53, -0.47, -0.46, -0.62, 0.04, 0.51, -0.31, -0.58, -0.49, -0.56, -0.77, 0.37, 0.37, 0.39, 0.29, 0.38, 0.51, 0.38, 0.36, 0.38, 0.36, 0.46, 0.39, 0.38, 0.39

***

Formula: C38H51BrNP3Re
Source: the OMol25 dataset
Level of theory: the ωB97M-V functional and the def2-TZVPD basis

Positions of all 95 atoms, in Å:
C -0.5108 6.3348 -3.5809
C -0.7490 4.9594 -3.7073
C -1.0142 4.3946 -4.9894
C -1.0540 5.2892 -6.0671
N -0.8345 6.5868 -5.9501
C -0.5964 7.1003 -4.7573
C -0.7156 4.1770 -2.4999
C -0.8595 3.3467 -1.5716
C -1.3155 2.0059 -1.3508
C -0.4885 0.9294 -1.9633
C -0.5884 -0.2996 -1.3049
C -1.4240 -0.4737 -0.1813
C -2.5857 0.2413 -0.2867
C -2.4828 1.5684 -0.6949
Re 0.3255 1.1496 0.0313
P 1.9189 -0.9156 0.4036
H -1.2268 3.3371 -5.1179
H -0.3362 6.7612 -2.6051
H -1.2722 4.9054 -7.0554
H -0.4467 8.1671 -4.6657
H -3.2105 2.3190 -0.4825
H 0.2252 1.2280 -2.7173
H -3.5575 -0.0384 0.1009
H -0.1602 -1.1962 -1.8112
C 1.6564 -2.4601 1.5668
C 2.3311 -3.8177 1.3051
H 0.5671 -2.5702 1.5911
H 1.9506 -2.0838 2.5561
H 2.1506 -4.4868 2.1685
H 1.9452 -4.3355 0.4130
H 3.4219 -3.7165 1.1963
C 2.6170 -1.8471 -1.0976
C 2.9638 -0.9619 -2.2607
H 1.9007 -2.6222 -1.3906
H 3.5029 -2.4003 -0.7651
H 3.1665 -1.5619 -3.1517
H 2.1628 -0.2759 -2.5466
H 3.8386 -0.3420 -2.0810
C 3.5183 -0.3153 1.0674
C 4.7715 -1.1883 1.0359
H 3.3066 -0.0134 2.0969
H 3.6961 0.6015 0.4916
H 5.6329 -0.6089 1.3774
H 4.6939 -2.0813 1.6664
H 5.0410 -1.5261 0.0296
Br -1.9374 -1.9836 1.2876
P -2.1902 -3.4537 -2.2131
C -0.4191 -3.3905 -1.6087
C 0.3123 -4.6723 -1.9683
H -0.4634 -3.1193 -0.5269
H 0.1238 -2.5670 -2.1271
H 1.4056 -4.5663 -2.0313
H 0.0818 -5.4433 -1.2294
H -0.0486 -4.9869 -2.9499
C -3.3683 -3.5340 -0.9130
C -4.7657 -4.1344 -1.0817
H -3.4899 -2.4887 -0.5967
H -2.8499 -4.0565 -0.1090
H -5.2662 -4.2134 -0.0923
H -5.4229 -3.5092 -1.7084
H -4.7433 -5.1576 -1.4972
C -2.6288 -1.9288 -3.1619
C -2.9272 -2.2444 -4.6351
H -1.7723 -1.2425 -3.1285
H -3.4471 -1.4476 -2.5960
H -3.1926 -1.3110 -5.1518
H -2.0213 -2.6665 -5.0941
H -3.7609 -2.9446 -4.7562
C -1.9941 1.3878 2.6695
P -0.3032 1.0975 2.2778
C 0.4887 2.6712 2.8802
C 1.1489 3.4484 1.9521
C 1.7921 4.6329 2.3673
C 1.7231 5.0422 3.7233
C 0.9940 4.2582 4.6307
C 0.3710 3.0795 4.2267
C 0.2198 0.0225 3.7075
C -0.7210 -0.7908 4.3768
C -0.3357 -1.5162 5.5113
C 0.9894 -1.5147 5.9687
C 1.9299 -0.7204 5.2787
C 1.5377 0.0574 4.1867
H -2.3624 2.2317 2.1066
H -2.1528 1.5891 3.7144
H -2.5723 0.5277 2.4010
H 1.1935 3.0876 0.8777
H 2.3483 5.2284 1.6540
H 2.2199 5.9668 4.0358
H 0.9305 4.5836 5.6799
H -0.1803 2.4584 4.9652
H -1.7513 -0.8651 4.0025
H -1.1095 -2.0810 6.0526
H 1.2723 -2.0997 6.8505
H 2.9592 -0.6939 5.6399
H 2.2799 0.7090 3.7077

Summary:
Charge: +4
ΔE to the lowest compared entry with this formula, charge and spin: 0.855 eV
<S²>: 3.849
Spin multiplicity: 4

Computed Mulliken charges, given in elementary charges: -0.37, 0.52, -0.32, -0.45, 0.09, -0.41, 0.05, -0.60, 0.86, -1.94, 0.90, 0.56, -0.88, -1.08, 1.39, 0.64, 0.48, 0.50, 0.43, 0.43, 0.70, 0.67, 0.49, -0.12, 0.17, -1.29, -0.07, 0.37, 0.44, 0.15, 0.25, 0.20, -1.48, -0.90, 0.85, 0.46, 0.07, 0.37, -0.01, -1.38, 0.07, 0.44, 0.44, 0.29, 0.34, 0.08, 0.06, 0.77, -1.48, -0.34, 0.61, 0.34, 0.48, 0.52, 0.22, -1.44, -0.15, 0.53, 0.39, 0.34, 0.40, 0.37, -1.35, -0.13, 0.46, 0.39, 0.37, 0.41, -1.78, 1.02, 0.56, -0.52, -0.99, -0.67, -0.74, -0.19, 1.09, -0.83, -0.82, -0.70, -0.76, -0.72, 0.38, 0.54, 0.53, 0.41, 0.47, 0.44, 0.43, 0.30, 0.44, 0.46, 0.47, 0.49, 0.55